[1]
{
  "formula": "H4O2P2S2",
  "method": "wB97M-V/def2-TZVPD",
  "species": ["O", "P", "O", "S", "P", "S", "H", "H", "H", "H"],
  "xyz": [[1.8375, 0.7993, 0.0913], [0.6514, -0.0469, -0.6108], [0.4630, -1.2885, 0.4158], [0.8729, -0.5923, -2.4131], [-1.0093, 1.3592, -0.3428], [-2.6304, 0.0239, -0.4629], [2.4771, 0.2637, 0.5722], [0.3908, -1.0215, 1.3417], [-0.8674, 1.4566, 1.0651], [-2.1857, -0.9533, 0.3435]],
  "forces_ev_per_angstrom": [[-0.3, 0.2, 0.1], [0.0, 0.0, 0.1], [0.0, 0.0, -0.1], [0.1, -0.1, 0.0], [0.1, 0.1, 0.1], [-0.1, 0.0, 0.0], [0.2, -0.1, -0.1], [0.0, 0.1, 0.0], [0.0, -0.1, 0.0], [0.0, 0.0, 0.0]],
  "charge": 0,
  "smiles": "OP(O)(=S)PS",
  "energy_ev": -44409.9731,
  "orbital_gap_ev": 9.265,
  "e_lumo_ev": 0.06,
  "e_homo_ha": -0.338
}

[2]
{
  "formula": "C15H31BF4P2Ti",
  "method": "wB97M-V/def2-TZVPD",
  "species": ["P", "P", "C", "C", "H", "H", "H", "H", "C", "H", "H", "H", "C", "H", "H", "H", "C", "H", "H", "H", "C", "H", "H", "H", "Ti", "C", "C", "C", "C", "C", "C", "C", "C", "C", "H", "H", "H", "H", "H", "H", "H", "H", "H", "H", "H", "H", "H", "H", "H", "F", "B", "F", "F", "F"],
  "xyz": [[3.7615, 2.6733, -0.4187], [1.1849, 1.6903, -1.0749], [3.0649, 3.5766, -1.8783], [1.5758, 3.2554, -1.9748], [3.6391, 3.2630, -2.7666], [3.2885, 4.6416, -1.6839], [0.9796, 4.0445, -1.4907], [1.2089, 3.1331, -3.0011], [2.0763, 0.3560, -1.9435], [1.3044, -0.2796, -2.4033], [2.6612, -0.2751, -1.2403], [2.7477, 0.7343, -2.7259], [-0.5758, 1.4513, -1.2630], [-0.9475, 1.9183, -2.1874], [-1.0908, 1.8744, -0.3814], [-0.7888, 0.3709, -1.2748], [5.5125, 3.0433, -0.3780], [5.9459, 2.7428, 0.5860], [5.6229, 4.1208, -0.5367], [6.0002, 2.5026, -1.1996], [2.9817, 3.6322, 0.9472], [2.3866, 4.4293, 0.4972], [3.8279, 4.0541, 1.5060], [2.3471, 3.0422, 1.6650], [2.4583, 1.2613, 0.7366], [-4.0387, -3.0469, 1.2451], [-3.3606, -3.8835, 0.4662], [-3.0882, -3.7138, -0.9959], [-1.7378, -3.0598, -1.3706], [-1.2207, -2.0043, -0.4476], [-1.9972, -1.0893, 0.1603], [-3.4574, -0.9489, -0.1339], [-4.4004, -1.6382, 0.8898], [0.6191, 0.8767, 1.8724], [-4.3646, -3.3798, 2.2321], [-2.9205, -4.7926, 0.8761], [-3.8825, -3.1562, -1.5131], [-3.0692, -4.7296, -1.4261], [-0.9607, -3.8343, -1.4673], [-1.8576, -2.6400, -2.3858], [-0.1292, -1.9565, -0.3554], [-1.5707, -0.3747, 0.8835], [-3.6582, -1.3434, -1.1440], [-3.7335, 0.1218, -0.1661], [-4.4088, -1.0490, 1.8223], [-5.4297, -1.5767, 0.4920], [-0.4080, 1.1613, 1.6319], [0.9463, 1.3245, 2.8337], [0.6892, -0.2220, 1.9889], [3.6909, 0.5852, 1.9479], [-1.8572, -4.2193, 3.9889], [-1.9595, -5.2312, 3.0927], [-2.1074, -4.4539, 5.2953], [-1.5003, -2.9828, 3.5715]],
  "forces_ev_per_angstrom": [[0.0, 0.3, -0.9], [-0.4, 0.8, -0.9], [0.8, 0.2, 0.0], [-0.5, 0.0, -0.5], [-0.3, 0.1, 0.2], [-0.3, -0.3, -0.4], [0.1, -0.3, -0.2], [0.2, 0.4, 0.0], [-0.4, -0.7, -0.9], [0.3, -0.1, -0.1], [-0.3, 0.4, -0.5], [-0.1, -0.1, 0.2], [-0.8, 0.0, -0.5], [-0.1, -0.2, 0.2], [0.3, -0.1, -0.5], [0.1, 0.5, 0.0], [0.4, 0.7, -0.2], [-0.2, 0.0, -0.3], [0.4, 0.0, 0.1], [0.0, 0.1, 0.3], [0.7, 0.5, 0.1], [-0.1, 0.0, 0.4], [-0.5, 0.0, 0.2], [0.2, 0.5, -0.3], [-0.1, -2.0, 3.7], [0.0, -0.2, 0.0], [0.1, -0.2, 0.1], [0.2, -0.1, -0.6], [0.3, -0.3, -0.5], [-0.2, 1.0, 0.4], [0.7, -0.3, 0.0], [-0.6, 0.0, -0.1], [-0.4, 0.5, -0.2], [0.5, 0.0, 0.2], [0.4, 0.1, 0.0], [-0.5, 0.0, 0.1], [0.1, -0.4, 0.4], [-0.2, 0.4, 0.0], [-0.3, 0.2, 0.1], [0.1, -0.1, 0.2], [-0.4, -0.1, 0.4], [-0.1, -0.5, -0.5], [0.0, 0.4, 0.5], [0.2, -0.4, 0.0], [0.0, -0.2, -0.3], [0.2, 0.0, 0.2], [0.1, 0.0, 0.2], [-0.5, -0.2, -0.1], [-0.3, 0.2, 0.1], [0.7, -0.5, 0.4], [0.1, 0.2, -0.3], [0.2, 1.3, 1.2], [0.3, 0.3, -1.6], [-0.5, -1.8, 0.7]],
  "charge": 0,
  "energy_ev": -69298.5558,
  "orbital_gap_ev": [6.154, 7.870],
  "de_lowest_kj_mol": 121.6,
  "e_lumo_ev": [0.55, 0.45],
  "e_homo_ha": [-0.206, -0.273],
  "spin_multiplicity": 3
}